Molecular formula: C16H20NO
Method: DFT, wB97M-V/def2-TZVPD

CARTESIAN COORDINATES (ANGSTROEM)
C1 1.622 2.197 0.302
C2 2.970 1.683 -0.188
C3 3.453 0.471 0.665
N1 3.582 -0.735 -0.189
H1 4.560 -1.017 -0.284
H2 3.248 -0.392 -1.121
C4 2.742 -1.899 0.225
C5 1.291 -1.515 0.169
C6 0.549 -1.332 1.330
C7 -0.772 -0.932 1.261
C8 -1.384 -0.699 0.030
C9 -0.634 -0.890 -1.132
C10 0.684 -1.292 -1.064
H3 1.243 -1.443 -1.978
H4 -1.089 -0.710 -2.093
C11 -2.786 -0.269 -0.042
C12 -3.285 0.673 0.856
C13 -4.604 1.078 0.785
C14 -5.446 0.541 -0.175
C15 -4.961 -0.399 -1.069
C16 -3.639 -0.799 -1.009
H5 -3.272 -1.549 -1.694
H6 -5.615 -0.825 -1.815
H7 -6.478 0.854 -0.226
H8 -4.977 1.813 1.481
H9 -2.629 1.107 1.597
H10 -1.342 -0.816 2.169
H11 0.999 -1.523 2.294
H12 3.030 -2.202 1.233
H13 2.951 -2.721 -0.464
H14 4.407 0.696 1.140
H15 2.716 0.270 1.442
O1 2.899 1.237 -1.535
H16 2.386 1.866 -2.053
H17 3.715 2.487 -0.121
H18 0.861 1.425 0.206
H19 1.693 2.499 1.342
H20 1.313 3.064 -0.278

Gap between HOMO and LUMO ... 8.5 eV
ΔE to the lowest compared entry with this formula, charge and spin ... 33.6 kJ/mol
E_LUMO ... -0.104 Ha
Largest force on an atom ... 0.73 eV/A
Molecular weight ... 242.342 g mol⁻¹
Net charge ... +1
SMILES string ... C[C@H](O)C[NH2+]Cc1ccc(-c2ccccc2)cc1

Molecular formula: C22H37AsN6ReS6Si4Te
Method: DFT, wB97M-V/def2-TZVPD

CARTESIAN COORDINATES (ANGSTROEM)
Re1 -2.019 2.134 0.987
S1 4.235 6.298 -2.421
N1 4.468 5.128 -1.342
C1 3.355 4.411 -1.311
C2 3.132 3.221 -0.521
C3 4.121 2.686 0.310
C4 3.852 1.527 0.997
C5 2.612 0.922 0.800
N2 1.664 1.406 0.014
C6 1.893 2.571 -0.613
C7 0.800 3.138 -1.438
N3 -0.430 2.564 -1.419
C8 -1.268 2.905 -2.397
C9 -1.035 3.901 -3.333
C10 0.135 4.621 -3.238
C11 1.078 4.221 -2.295
C12 2.365 4.878 -2.195
N4 2.737 5.944 -2.890
H1 5.072 3.195 0.395
H2 4.581 1.087 1.664
H3 2.367 0.004 1.326
H4 -2.188 2.336 -2.438
H5 -1.759 4.103 -4.112
H6 0.362 5.445 -3.901
S2 -2.410 4.440 0.553
As1 -1.304 4.581 2.407
S3 -3.115 1.883 2.684
S4 0.015 2.939 2.001
S5 -1.726 5.656 4.015
C13 -1.010 -5.758 1.731
Si1 -1.041 -4.141 2.641
C14 -2.746 -3.457 2.946
C15 0.045 -4.108 4.156
Si2 0.233 -2.489 1.352
Te1 -1.213 -0.533 0.818
Si3 -1.090 -1.593 -1.623
C16 0.113 -0.547 -2.566
C17 -2.843 -1.616 -2.232
C18 -0.452 -3.326 -1.305
Si4 2.606 -2.740 0.963
C19 3.428 -1.847 2.394
C20 2.742 -4.598 1.062
C21 2.979 -2.106 -0.752
H7 -1.285 -6.525 2.462
H8 -0.033 -6.029 1.330
H9 -1.749 -5.799 0.931
H10 -3.043 -3.652 3.979
H11 -3.484 -3.933 2.298
H12 -2.793 -2.380 2.784
H13 -0.383 -4.812 4.876
H14 0.069 -3.131 4.643
H15 1.070 -4.428 3.962
H16 0.247 0.418 -2.077
H17 -0.280 -0.374 -3.571
H18 1.087 -1.028 -2.660
H19 -3.569 -1.509 -1.428
H20 -3.040 -2.571 -2.727
H21 -3.007 -0.823 -2.964
H22 0.481 -3.414 -0.725
H23 -0.175 -3.733 -2.285
H24 -1.210 -3.986 -0.885
H25 3.930 -2.578 3.029
H26 2.733 -1.284 3.020
H27 4.181 -1.152 2.019
H28 2.351 -4.988 2.004
H29 3.792 -4.898 1.003
H30 2.218 -5.084 0.237
H31 2.457 -1.178 -0.982
H32 2.709 -2.858 -1.496
H33 4.051 -1.918 -0.850
N5 -5.995 2.678 -0.348
C22 -4.804 2.789 -0.896
N6 -4.506 3.802 -1.681
S6 -3.666 1.457 -0.620
H34 -6.746 3.331 -0.531
H35 -6.201 1.882 0.236
H36 -5.154 4.559 -1.856
H37 -3.593 3.865 -2.104

Gap between HOMO and LUMO ... 5.7 eV
ΔE to the lowest compared entry with this formula, charge and spin ... 28.0 kJ/mol
E_LUMO ... -0.359 Ha
Largest force on an atom ... 0.78 eV/A
Molecular weight ... 1079.055 g mol⁻¹
Net charge ... +3

Molecular formula: C6H20O5
Method: DFT, wB97M-V/def2-TZVPD

CARTESIAN COORDINATES (ANGSTROEM)
O1 0.419 1.393 -1.278
C1 0.838 1.386 -0.133
C2 1.446 0.179 0.523
C3 0.588 -0.241 1.742
C4 -0.913 -0.437 1.434
C5 -1.203 -1.456 0.332
C6 -0.752 -2.863 0.710
H1 0.737 2.317 0.441
H2 2.444 0.442 0.875
H3 1.551 -0.630 -0.193
H4 0.981 -1.175 2.136
H5 0.699 0.533 2.504
H6 -1.361 -0.817 2.358
H7 -1.351 0.531 1.175
H8 -2.280 -1.443 0.148
H9 -0.725 -1.159 -0.605
H10 -1.094 -3.570 -0.051
H11 -1.158 -3.200 1.667
H12 0.330 -2.957 0.702
H13 -1.736 2.359 -0.932
H14 -1.821 2.835 0.553
O2 -2.327 2.702 -0.272
H15 0.756 0.031 -2.403
H16 0.134 -0.915 -3.489
O3 0.966 -0.729 -3.008
H17 -1.125 2.287 2.726
H18 -1.107 3.817 2.393
O4 -0.821 2.958 2.092
H19 2.698 -3.354 -2.359
H20 1.666 -2.215 -2.180
O5 2.054 -3.011 -1.722

Gap between HOMO and LUMO ... 10.6 eV
ΔE to the lowest compared entry with this formula, charge and spin ... 0.0 kJ/mol
E_LUMO ... 0.008 Ha
Largest force on an atom ... 1.05 eV/A
Molecular weight ... 172.221 g mol⁻¹
Net charge ... 0
SMILES string ... CCCCCC=O.O.O.O.O

Molecular formula: BH4NO3
Method: DFT, wB97M-V/def2-TZVPD

CARTESIAN COORDINATES (ANGSTROEM)
B1 -0.016 -0.591 0.058
N1 -0.471 1.279 -1.481
O1 0.671 0.221 0.903
O2 -0.180 -1.839 0.491
O3 -0.682 -0.065 -1.039
H1 0.653 1.446 -1.448
H2 -0.760 1.868 -0.645
H3 0.859 -0.129 1.774
H4 -0.075 -2.190 1.387

Gap between HOMO and LUMO ... 10.2 eV
ΔE to the lowest compared entry with this formula, charge and spin ... 0.0 kJ/mol
E_LUMO ... 0.004 Ha
Largest force on an atom ... 3.80 eV/A
Molecular weight ... 76.848 g mol⁻¹
Net charge ... 0
SMILES string ... NOB(O)O